1.
14
Properties=species:S:1:pos:R:3:forces:R:3 method="wB97M-V/def2-TZVPD" e_lumo_ev=-0.4 total_charge=0 e_tot_ha=-341.57081 e_above_lowest_kj_mol=398.4 gap_ev=8.6 smiles="C#C/C(C=C)=N/N=C" homo_energy_ev=-8.95 fmax_ha_per_bohr=0.0527
N 1.033907 -0.687366 -0.246575 -1.627 0.334 0.394
N 2.103059 0.185591 -0.155996 -0.278 1.448 1.017
C -2.002574 1.530502 -0.003852 -0.717 0.266 0.073
C 3.249219 -0.291061 0.145504 -1.404 -0.223 -1.302
C -1.150177 -1.275841 -0.083651 -0.230 0.541 0.410
C -1.988132 -2.114979 0.071866 -0.515 -0.255 -0.325
C -0.202024 -0.198868 -0.071986 2.566 -0.163 -0.863
C -0.714896 1.235911 0.024638 1.656 -0.649 -0.624
H 4.049596 0.383934 0.310831 0.515 0.795 0.031
H -2.781662 0.781573 -0.070652 0.127 -0.193 0.209
H 0.037834 2.038716 -0.084997 -0.363 -0.709 0.472
H -2.371015 2.558690 0.021060 0.364 -0.241 -0.109
H 3.521058 -1.322089 0.051363 -0.295 -0.928 0.508
H -2.784198 -2.824716 0.092442 0.202 -0.023 0.108

=====

2.
27
Properties=species:S:1:pos:R:3:forces:R:3 method="wB97M-V/def2-TZVPD" e_lumo_ev=-4.7 total_charge=+1 e_tot_ha=-721.27153 e_above_lowest_kj_mol=210.5 gap_ev=8.0 homo_energy_ev=-12.63 fmax_ha_per_bohr=0.0994
I -4.542836 1.226150 -1.984733 0.142 0.279 -0.895
N 2.769781 -3.362969 1.068040 -0.792 -0.340 0.226
N -0.346292 -1.144048 -0.569053 -2.368 -0.050 -3.188
C -0.572784 -0.913574 0.840261 -2.217 0.773 0.933
C 0.882089 1.115776 -0.662457 -1.365 -1.148 -4.789
C -0.681195 0.560549 1.178653 -0.056 0.158 1.503
C 0.551639 1.235806 0.751656 1.352 1.949 -0.216
C 0.784650 -0.354879 -1.115745 0.495 -1.199 0.063
C 0.531207 2.672505 1.155944 -3.835 -0.050 -1.490
C -1.152547 -1.835144 -1.372771 2.227 -0.619 3.688
C 1.965785 -2.519744 0.962169 1.426 -1.122 0.078
H -0.606213 0.764168 2.320993 -1.025 -0.969 -1.781
H 1.575373 -0.943952 -0.712827 1.199 0.011 0.590
H -1.947205 -2.424499 -0.885409 0.109 0.741 -0.249
H 0.136134 1.644751 -1.381075 1.071 -0.326 1.406
H 0.238277 -1.280172 1.410508 0.826 -0.680 0.075
H -1.483676 -1.400570 1.162275 -0.156 -0.491 -0.184
H 1.387618 0.832380 1.225062 1.325 -1.290 1.357
H 1.385197 3.095027 1.489329 2.876 1.182 0.911
H 1.895170 1.350935 -1.066481 -0.592 0.494 0.971
H 3.163710 -4.285941 1.267322 -0.060 0.913 -0.214
H 0.895009 -0.540059 -2.178718 -0.566 0.339 -0.267
H -0.761199 -2.266902 -2.283340 -0.161 1.059 -0.700
H 0.113446 3.231155 0.307951 0.339 0.311 0.168
H -0.245716 2.760024 1.892904 -0.105 0.451 0.794
H -4.372607 1.750028 -3.549141 -0.082 -0.317 0.924
H -1.562815 1.033200 0.728684 -0.007 -0.061 0.288